C9H16OSi | wB97M-V/def2-TZVPD

- Kohn-Sham gap: 9.719 eV
- ΔE to the lowest compared entry with this formula, charge and spin: 2.432 eV
- HOMO energy: -0.3276 hartree
- E_tot: -19513.9695 eV
- Spin multiplicity: 1

Structure (XYZ):
```
27
Properties=species:S:1:pos:R:3:lowdin_charge:R:1
Si -2.254 -0.108 -0.023 0.479
O 4.118 0.723 -0.612 -0.099
C -3.206 -0.422 -1.674 -0.173
C 2.257 0.045 0.527 -0.040
C 3.086 -0.978 0.390 -0.080
C -3.168 0.545 1.410 -0.187
C -1.093 1.288 -0.345 -0.164
C 2.840 1.220 -0.217 -0.167
C -0.444 2.243 -0.667 0.066
C -1.377 -1.538 0.871 -0.186
C 4.250 -0.662 -0.417 -0.217
H 4.269 -1.336 -1.285 0.134
H 2.860 2.170 0.227 0.106
H -0.762 -2.197 0.305 0.007
H -2.394 1.101 1.855 0.020
H -2.205 -2.017 1.405 0.027
H 0.062 3.026 -0.972 -0.022
H 2.927 -2.007 0.582 0.102
H 2.198 1.203 -1.083 0.101
H -3.857 1.246 1.044 0.019
H -4.254 -0.657 -1.511 0.015
H -0.682 -1.136 1.639 0.036
H 1.353 -0.107 0.999 0.058
H -3.241 0.499 -2.127 -0.033
H -2.725 -1.145 -2.498 0.086
H -3.634 -0.143 2.086 0.038
H 5.073 -0.855 0.090 0.073
```



C8H24BBeF4O8 | wB97M-V/def2-TZVPD

- Kohn-Sham gap: 9.558 eV
- ΔE to the lowest compared entry with this formula, charge and spin: 1.305 eV
- Net charge: +1
- HOMO energy: -0.4903 hartree
- E_tot: -37009.7520 eV
- Spin multiplicity: 1

Structure (XYZ):
```
46
Properties=species:S:1:pos:R:3:lowdin_charge:R:1
F 1.953 -0.630 3.085 0.126
F 0.090 -0.024 4.285 0.150
F -0.179 -1.014 2.254 0.089
F 0.717 -2.260 3.957 0.131
O -2.651 0.562 0.058 -0.078
O 3.814 1.472 -1.896 -0.043
O 0.025 1.813 -1.122 -0.075
O -0.159 1.574 1.671 -0.062
O -2.165 -1.939 0.714 -0.074
O 0.517 -2.463 -0.180 -0.061
O -0.681 -0.955 -2.002 -0.059
O 2.275 -0.172 0.007 -0.066
C 3.266 2.006 -0.704 -0.220
C -0.520 -2.327 -2.385 -0.190
C -0.531 2.800 -0.240 -0.190
C 2.970 0.994 0.472 -0.176
C 0.665 -2.787 -1.605 -0.166
C -3.631 -0.333 -0.456 -0.192
C -3.490 -1.653 0.294 -0.219
C 0.040 2.891 1.181 -0.163
B 0.645 -0.967 3.437 -1.241
Be -0.098 -0.316 0.176 0.914
H 4.116 2.589 -0.336 0.128
H 0.167 2.113 -2.021 0.112
H -3.098 1.244 0.570 0.110
H -1.226 -0.617 -2.722 0.115
H 2.426 1.633 1.163 0.096
H -3.349 -0.506 -1.497 0.104
H 2.955 -0.537 -0.573 0.108
H -1.601 2.602 -0.253 0.102
H 0.609 -3.880 -1.621 0.136
H -0.313 -2.339 -3.460 0.139
H 0.182 1.413 2.565 0.104
H -0.379 3.732 -0.789 0.136
H -4.192 -1.778 1.123 0.129
H -2.260 -2.750 1.224 0.117
H 1.100 3.150 1.134 0.111
H -3.843 -2.432 -0.393 0.122
H -4.654 0.035 -0.503 0.137
H -1.369 -3.014 -2.412 0.139
H 2.349 2.585 -0.798 0.092
H 3.870 0.630 0.966 0.136
H 1.680 -2.566 -1.931 0.132
H 1.077 -3.074 0.309 0.129
H -0.437 3.599 1.859 0.144
H 3.319 1.894 -2.603 0.088
```



C8H9IN2 | wB97M-V/def2-TZVPD

- Kohn-Sham gap (alpha / beta): 6.941 / 7.249 eV
- ΔE to the lowest compared entry with this formula, charge and spin: 2.599 eV
- HOMO energy (alpha / beta): -0.2661 / -0.2671 hartree
- E_tot: -19517.7139 eV
- Spin multiplicity: 1

Structure (XYZ):
```
20
Properties=species:S:1:pos:R:3:lowdin_charge:R:1
I 2.558 -1.468 -0.862 0.975
N -0.333 -0.619 -0.303 -0.084
N -3.961 -0.360 0.656 0.161
C -1.506 0.289 -0.138 -0.228
C 1.317 0.009 1.528 -0.317
C -0.583 -1.209 -1.517 -0.156
C -1.506 -0.494 -2.265 -0.055
C 2.553 0.857 1.552 -0.163
C 1.018 -0.407 0.093 -0.625
C -2.049 0.511 -1.490 -0.085
C -2.877 -0.133 0.316 -0.175
H -1.789 -0.679 -3.276 0.103
H 2.515 1.721 0.805 0.101
H -1.189 1.142 0.398 0.138
H 3.483 0.374 1.412 0.018
H 1.474 -0.873 2.049 0.081
H 2.641 1.346 2.596 0.102
H -2.455 1.488 -1.781 0.131
H 0.502 0.426 1.970 0.072
H 0.186 -1.919 -1.743 0.007
```



C17H20N2O4 | wB97M-V/def2-TZVPD

- Kohn-Sham gap: 9.225 eV
- ΔE to the lowest compared entry with this formula, charge and spin: 1.658 eV
- HOMO energy: -0.3092 hartree
- E_tot: -29124.2855 eV
- Spin multiplicity: 1

Structure (XYZ):
```
43
Properties=species:S:1:pos:R:3:lowdin_charge:R:1
O 1.529 0.367 3.376 0.043
O -0.277 -1.802 -2.945 -0.059
O 2.107 0.776 -1.305 0.070
O -0.889 2.257 -0.275 0.071
N 0.156 1.119 -2.448 0.093
N 1.018 1.832 0.902 0.102
C -1.593 -0.915 0.906 -0.076
C 0.586 2.290 2.203 -0.075
C 0.806 -1.049 -3.446 -0.167
C -0.607 0.701 3.894 -0.038
C -0.686 -1.512 -1.648 -0.200
C 1.440 -2.507 -0.686 -0.029
C 0.244 1.817 -0.185 -0.406
C 0.112 -1.823 -0.543 -0.198
C 1.160 -0.588 4.245 -0.126
C -0.355 -1.501 0.725 -0.041
C -1.956 -0.954 -1.472 -0.212
C 0.469 0.434 -3.681 -0.112
C 0.450 1.151 3.161 -0.270
C -2.394 -0.660 -0.189 -0.046
C -2.848 -0.671 -2.646 -0.028
C -0.142 -0.434 4.604 -0.060
C 0.955 1.173 -1.380 -0.407
H 1.057 -1.512 -4.404 0.133
H 2.243 -1.771 -0.753 0.076
H -0.384 2.773 2.072 0.133
H -1.934 -0.672 1.900 0.093
H -0.786 1.455 -2.282 0.133
H 1.345 0.903 -4.142 0.130
H -0.386 0.531 -4.350 0.125
H -0.703 -1.046 5.280 0.102
H 1.902 -1.308 4.527 0.120
H -2.369 -0.974 -3.573 0.072
H 1.675 -1.097 -2.785 0.100
H -3.781 -1.225 -2.544 0.086
H 1.458 -3.132 -1.577 0.086
H 1.921 1.381 0.815 0.146
H 1.313 3.019 2.582 0.134
H -3.370 -0.217 -0.057 0.117
H -1.589 1.127 3.928 0.114
H 0.262 -1.731 1.582 0.108
H -3.097 0.389 -2.691 0.083
H 1.631 -3.131 0.185 0.082
```



C20H18GaN4STe | wB97M-V/def2-TZVPD

- Kohn-Sham gap: 6.439 eV
- ΔE to the lowest compared entry with this formula, charge and spin: 0.746 eV
- Net charge: +1
- HOMO energy: -0.3962 hartree
- E_tot: -97491.4128 eV
- Spin multiplicity: 1

Structure (XYZ):
```
45
Properties=species:S:1:pos:R:3:lowdin_charge:R:1
Te 1.867 -0.359 -2.560 1.006
Ga 0.387 -0.188 -0.492 0.367
S 4.334 1.722 -1.600 0.915
N -0.668 -1.370 1.877 0.129
N 0.087 -0.392 1.602 0.006
N -2.100 3.154 -1.160 0.134
N -0.616 1.645 -0.659 0.006
C -1.140 -2.140 0.852 -0.312
C -2.091 -3.754 -1.159 -0.046
C 6.104 -0.115 -1.751 -0.182
C -1.377 -2.604 -1.480 -0.097
C -2.346 -4.092 0.165 -0.055
C 1.550 2.388 3.479 -0.061
C -0.876 3.729 -1.373 -0.043
C 3.812 0.104 -1.918 -1.017
C -0.903 -1.761 -0.487 -0.203
C -2.999 0.931 -0.450 0.029
C 0.485 0.392 2.677 -0.247
C 5.972 1.218 -1.534 -0.408
C 1.209 1.559 2.428 -0.021
C 0.490 0.883 5.032 -0.057
C 0.043 2.781 -1.060 -0.125
C 1.183 2.059 4.777 -0.058
C 4.866 -0.755 -1.971 -0.250
C -1.914 1.894 -0.738 -0.338
C 0.135 0.052 3.991 -0.005
C -1.872 -3.289 1.180 0.008
H -3.719 1.349 0.250 0.099
H -2.454 -4.395 -1.948 0.113
H 1.118 2.832 -1.100 0.099
H -0.415 -0.860 4.162 0.109
H -2.025 -3.537 2.216 0.119
H 1.479 1.804 1.404 0.092
H 6.741 1.939 -1.345 0.068
H 2.100 3.296 3.295 0.111
H 7.058 -0.612 -1.776 0.109
H -1.184 -2.362 -2.520 0.102
H -2.896 -4.991 0.391 0.113
H -2.992 3.600 -1.313 0.179
H 1.428 2.725 5.591 0.112
H 4.747 -1.808 -2.151 0.100
H -0.768 4.732 -1.732 0.126
H 0.219 0.622 6.044 0.114
H -2.571 0.020 -0.033 0.057
H -3.525 0.676 -1.371 0.104
```



C4H2N2OS | wB97M-V/def2-TZVPD

- Kohn-Sham gap: 9.641 eV
- ΔE to the lowest compared entry with this formula, charge and spin: 0.479 eV
- HOMO energy: -0.3440 hartree
- E_tot: -20040.9594 eV
- Spin multiplicity: 1

Structure (XYZ):
```
10
Properties=species:S:1:pos:R:3:lowdin_charge:R:1
S 1.677 -1.326 0.031 1.034
O -2.107 -0.753 -0.012 -0.049
N 0.864 1.228 0.019 0.062
N -1.066 -1.688 -0.011 0.086
C 1.912 0.466 -0.017 -0.391
C 0.019 -0.975 -0.060 -0.640
C -0.255 0.400 -0.075 -0.321
C -1.609 0.521 0.024 0.006
H -2.352 1.291 0.234 0.140
H 2.918 0.836 -0.133 0.073
```